Record 1
A molecular structure, C27H42Cl12N2O4S at a distorted geometry. Source: the Open Molecules 2025 dataset; level of theory: ωB97M-V/def2-TZVPD.

Geometry as XYZ:
```
88
Properties=species:S:1:pos:R:3:forces:R:3
C -4.107126 0.611971 -1.634530 -0.1 0.2 -0.3
C -3.809441 -0.691969 -1.001767 0.5 -0.9 -0.2
O -3.376573 -1.677295 -1.561305 -0.3 0.5 0.3
O -4.014580 -0.660984 0.334815 -0.3 -0.1 0.2
C -4.022297 -1.915577 1.021706 0.0 0.2 0.3
C -2.656644 -2.217506 1.625157 0.3 0.1 -0.1
N -1.562494 -1.819978 0.718213 0.5 -0.3 -0.3
C -1.081381 -2.721641 -0.163538 0.1 0.3 0.0
C -0.073640 -2.382261 -1.039213 0.0 0.0 0.2
C 0.461565 -1.097161 -1.012551 0.3 -0.2 -0.5
C 1.609815 -0.683555 -1.868363 0.0 0.1 0.2
C 2.019599 -1.417443 -2.980485 0.1 0.1 0.0
C 3.103732 -1.006614 -3.719674 -0.1 0.0 0.1
N 3.789614 0.108579 -3.376972 0.0 -0.1 0.0
C 4.932249 0.555575 -4.189496 0.7 -6.0 -1.8
S 4.348430 1.674378 -5.509608 -0.9 -3.1 -2.9
O 4.136976 0.864532 -6.669388 -0.1 0.4 -0.2
O 5.196367 2.820916 -5.476419 1.3 1.3 -8.9
C 3.411424 0.839261 -2.308391 -0.8 -0.7 -0.1
C 2.335153 0.462384 -1.547592 -0.4 -0.5 -0.1
C -0.075596 -0.195267 -0.128150 -0.3 0.5 0.4
C -1.064568 -0.576515 0.737495 -0.4 -0.2 0.1
H -4.186089 0.478935 -2.705626 0.0 0.0 -0.1
H -3.291619 1.300651 -1.419731 0.1 0.1 0.0
H -5.022036 1.043507 -1.246122 -0.1 0.0 0.1
H -4.391383 -2.727313 0.407386 0.2 0.0 -0.4
H -4.717717 -1.785648 1.844408 -0.1 0.0 0.1
H -2.522753 -3.270550 1.818194 -0.2 -0.4 0.0
H -2.520852 -1.711370 2.574336 0.1 0.3 0.0
H -1.509851 -3.709325 -0.140871 -0.1 -0.1 0.0
H 0.309660 -3.135254 -1.704527 0.0 -0.2 0.0
H 1.490043 -2.299490 -3.293490 0.0 -0.2 -0.1
H 3.440109 -1.556245 -4.583986 0.1 0.1 -0.1
H 5.608810 1.108722 -3.549471 1.2 -3.9 -0.2
H 5.419008 -0.298255 -4.643865 -0.6 -0.8 -0.6
H 3.133554 1.992599 -4.986147 0.0 0.1 -0.1
H 3.981704 1.728451 -2.077142 -0.3 -0.6 0.0
H 2.093819 1.083194 -0.698970 -0.1 -0.1 -0.1
H 0.230998 0.833283 -0.059531 0.1 0.1 0.0
H -1.463693 0.122771 1.451748 -0.2 -0.1 0.1
Cl 2.015953 0.911946 3.246491 -0.1 0.2 0.1
C 1.171846 -0.392926 4.117002 0.0 -0.1 0.1
C 1.825501 -1.715557 3.808792 0.0 0.2 0.0
Cl 1.632205 -2.028902 2.057576 0.1 -0.5 -0.1
H 0.134731 -0.384802 3.787973 0.0 0.0 0.0
H 1.200160 -0.182402 5.184027 0.1 0.1 0.0
H 1.369952 -2.528545 4.369501 -0.1 0.0 -0.1
H 2.891629 -1.696566 4.014128 0.0 0.0 0.0
Cl -2.051881 2.606055 1.440652 0.0 0.1 0.0
C -0.822021 3.904244 1.370332 0.1 0.1 0.0
C -0.650091 4.423516 -0.032908 -0.1 0.0 0.1
Cl 0.067765 3.168178 -1.094298 0.1 0.1 -0.2
H 0.106474 3.501185 1.766759 0.0 0.0 0.0
H -1.162007 4.708167 2.019726 -0.1 0.0 0.0
H 0.022735 5.276893 -0.038660 0.1 0.0 0.0
H -1.596621 4.715401 -0.478213 0.0 0.0 0.0
Cl -7.642129 -1.496396 1.740606 0.0 -0.1 0.0
C -8.244470 -1.317042 3.415633 -0.1 0.0 0.0
C -7.129969 -0.980873 4.369894 -0.1 0.1 0.0
Cl -5.997530 -2.350391 4.579208 0.1 0.0 0.0
H -8.746911 -2.240348 3.689382 0.0 0.0 0.0
H -8.974331 -0.510456 3.405008 0.0 0.0 0.0
H -7.535119 -0.753031 5.353397 0.0 -0.1 0.0
H -6.557268 -0.126314 4.020192 0.0 0.0 0.0
Cl 4.610529 3.274941 3.219958 0.0 0.0 -0.1
C 5.672547 3.474827 1.805418 0.1 0.0 0.1
C 4.903175 3.642943 0.521570 0.2 0.1 0.1
Cl 4.092511 2.115511 0.043110 0.4 0.7 1.2
H 6.325173 2.607559 1.749686 0.0 0.0 0.0
H 6.280049 4.358117 1.992781 0.0 0.0 -0.1
H 5.593976 3.888737 -0.282308 0.0 -0.1 0.0
H 4.150264 4.422715 0.590238 -0.1 -0.1 0.0
Cl -6.919863 -7.135568 0.940989 0.0 0.0 0.0
C -6.710777 -5.834103 2.133305 0.0 -0.1 0.0
C -5.608542 -4.889611 1.737252 0.0 0.1 0.0
Cl -3.991736 -5.663649 1.824359 0.1 0.1 -0.1
H -6.514438 -6.289545 3.100482 0.0 0.0 0.0
H -7.648610 -5.283574 2.185569 0.0 0.0 0.0
H -5.580368 -4.039395 2.416331 -0.1 0.0 0.0
H -5.750885 -4.530795 0.720799 0.0 -0.1 0.0
Cl 4.942376 2.524916 -3.575096 -0.9 12.6 14.0
C 6.481019 3.439824 -3.510834 0.4 1.0 -0.4
C 7.692666 2.561252 -3.636541 0.0 -0.2 0.1
Cl 7.905573 1.535774 -2.189576 -0.1 -0.1 0.0
H 6.494369 3.991963 -2.575794 -0.2 -0.2 0.1
H 6.451898 4.148283 -4.335917 0.0 0.0 0.1
H 8.582919 3.181312 -3.717267 -0.1 0.1 0.0
H 7.635278 1.914040 -4.507249 0.1 0.0 -0.1
```
Positions in Å, forces in eV/Å.

As for the net charge: +2. Its HOMO-LUMO gap is 6.484 eV. For the HOMO energy, the calculation gives -13.45 eV.

---

Record 2
A molecular structure, C27H42ClN6OPdS at a distorted geometry. Source: the Open Molecules 2025 dataset; level of theory: ωB97M-V/def2-TZVPD.

Geometry as XYZ:
```
79
Properties=species:S:1:pos:R:3:forces:R:3
Pd 0.651100 -0.495200 0.182300 1.1 1.6 -1.4
C 0.642100 -3.571300 0.353000 0.1 0.2 0.0
N -0.790300 -3.713400 0.485400 0.2 0.0 0.0
C -1.228200 -4.253500 1.761300 -0.2 0.0 0.3
C -1.592900 -2.789200 -0.120000 -0.5 0.5 -0.6
N -1.106900 -1.684300 -0.607000 0.5 -0.7 0.6
C -1.707300 -0.927200 -1.594200 -0.7 0.3 -0.5
C -2.227300 -1.554900 -2.733600 0.1 0.2 0.2
C -2.865100 -0.834300 -3.720500 -0.1 0.1 -0.1
C -2.942500 0.548300 -3.616800 -0.1 -0.1 -0.1
C -2.375200 1.194300 -2.538100 0.2 -0.2 0.1
C -1.762100 0.488300 -1.498100 -0.4 -0.6 -0.8
N -1.117800 1.152600 -0.467800 0.9 -0.1 0.8
C -1.523700 2.284700 0.039800 -0.1 -0.2 0.0
N -0.606300 3.154900 0.570800 0.2 -0.2 0.0
C -0.816600 3.763400 1.868400 -0.1 0.1 0.3
C 0.786300 2.929000 0.266000 0.1 -0.2 -0.1
N -2.824600 2.699100 0.109800 0.2 -0.1 0.0
C -3.206600 4.089000 -0.012600 0.0 0.2 -0.1
C -3.915900 1.761800 0.067200 -0.2 -0.2 0.1
N -2.928700 -3.111600 -0.149600 0.2 -0.2 -0.1
C -3.379100 -4.428300 -0.541700 -0.1 -0.2 0.0
C -3.955300 -2.107100 -0.204800 -0.2 0.2 0.1
H 1.120100 -4.415800 0.848300 0.0 0.0 0.0
H 1.012700 -2.627600 0.816100 -0.1 -0.7 -0.1
H 0.914400 -3.584600 -0.702900 0.0 0.1 0.1
H -0.556600 -5.060800 2.048100 -0.1 0.0 0.0
H -2.238200 -4.647200 1.687900 0.0 0.0 0.1
H -1.205700 -3.473000 2.532600 0.0 -0.1 0.0
H -2.129500 -2.629500 -2.810900 0.0 -0.1 0.0
H -3.301100 -1.341300 -4.567700 0.0 0.0 -0.1
H -3.438200 1.122500 -4.383800 0.0 0.1 -0.1
H -2.373500 2.272600 -2.492100 -0.1 0.2 0.0
H -1.874000 3.815100 2.111800 0.0 0.0 0.0
H -0.403500 4.775400 1.875200 -0.1 -0.1 0.0
H -0.311100 3.178400 2.649100 0.0 0.1 0.0
H 0.903700 2.808500 -0.809400 0.1 -0.1 0.1
H 1.171900 2.026000 0.773600 0.0 0.3 -0.2
H 1.363100 3.792600 0.591200 0.0 0.1 0.0
H -2.333700 4.703900 -0.215200 0.0 0.0 0.0
H -3.704700 4.452000 0.890600 0.0 0.0 0.0
H -3.907200 4.194000 -0.845600 0.0 0.0 0.0
H -3.556800 0.783900 0.378000 -0.1 0.0 0.0
H -4.353700 1.675100 -0.932700 0.0 0.0 0.1
H -4.692500 2.089700 0.761700 0.0 0.0 0.0
H -2.539200 -5.110500 -0.634900 0.0 0.0 0.0
H -3.892200 -4.371100 -1.507800 0.0 0.0 0.0
H -4.089200 -4.823100 0.189100 0.0 -0.1 0.0
H -3.597600 -1.208100 0.288300 -0.1 0.0 0.0
H -4.823900 -2.482200 0.339400 0.0 0.0 0.0
H -4.267400 -1.864300 -1.226400 0.0 0.0 0.1
Cl 3.741700 -5.132100 -2.938100 -0.1 0.1 0.1
C 3.197300 -3.618800 -2.324300 -0.1 0.3 0.2
C 2.162100 -2.939500 -2.968600 0.0 -0.2 0.0
C 1.761400 -1.707900 -2.516100 0.2 0.4 0.4
C 2.408200 -1.076600 -1.413600 0.8 -1.0 -0.5
C 2.177500 0.294400 -1.110700 -1.1 -0.2 0.6
C 3.410900 -1.834500 -0.737300 -0.5 0.7 -0.1
C 3.792700 -3.074500 -1.185600 0.0 -0.5 -0.2
H 1.688000 -3.387300 -3.827900 0.0 0.0 -0.1
H 0.976100 -1.171500 -3.030000 -0.1 0.0 -0.1
H 1.689400 0.879600 -1.885900 0.0 0.0 0.1
H 2.959900 0.818300 -0.565500 -0.2 0.0 0.2
H 3.915800 -1.391300 0.112700 0.0 0.0 0.0
H 4.561300 -3.633400 -0.675200 0.1 0.0 0.0
O -0.354000 -1.087600 2.255600 -0.8 -1.0 -0.3
S 0.365000 0.140500 2.687900 0.7 0.4 1.5
C 0.106700 0.214600 4.516200 0.2 0.1 -0.3
C 1.198000 -0.627300 5.142300 0.2 0.0 0.0
C 2.468500 -0.273700 4.377600 0.0 -0.1 0.3
C 2.129000 -0.378800 2.900200 0.0 0.4 0.0
H -0.895400 -0.151700 4.716400 -0.2 0.1 -0.2
H 0.188200 1.264100 4.793900 0.0 0.1 0.1
H 0.953800 -1.682800 5.014100 0.0 -0.1 0.1
H 1.308400 -0.422500 6.208500 -0.1 -0.1 0.0
H 3.297400 -0.930400 4.638600 0.1 0.0 0.0
H 2.758500 0.748600 4.626400 0.1 0.0 0.0
H 2.182300 -1.412200 2.544900 -0.2 0.1 -0.1
H 2.753100 0.264200 2.275900 0.0 -0.1 0.0
```
Positions in Å, forces in eV/Å.

As for the net charge: +1. Its HOMO-LUMO gap (spin up / spin down) is 5.794 / 6.157 eV. For the HOMO energy (spin up / spin down), the calculation gives -9.84 / -9.80 eV.